{
  "formula": "C40H31AsBrCl3GeN3OReS",
  "method": "ωB97M-V/def2-TZVPD",
  "e_tot_ev": -286423.3154,
  "charge": 2,
  "e_lumo_ev": [-6.79, -6.79],
  "e_above_lowest_kcal_mol": 0.00,
  "species": ["Re", "Br", "As", "Ge", "Cl", "Cl", "Cl", "S", "O", "N", "N", "N", "C", "C", "C", "C", "C", "C", "C", "C", "C", "C", "C", "C", "C", "C", "C", "C", "C", "C", "C", "C", "C", "C", "C", "C", "C", "C", "C", "C", "C", "C", "C", "C", "C", "C", "C", "C", "C", "C", "C", "C", "H", "H", "H", "H", "H", "H", "H", "H", "H", "H", "H", "H", "H", "H", "H", "H", "H", "H", "H", "H", "H", "H", "H", "H", "H", "H", "H", "H", "H", "H", "H"],
  "coordinates": [[0.16033, 0.64438, 0.38940], [6.38888, 4.29843, 2.24160], [0.56561, -1.23512, -1.23714], [2.44799, -0.30106, 3.62481], [2.43637, -1.86141, 5.05039], [4.42467, 0.19625, 3.10535], [1.39828, 1.34618, 4.46371], [1.16922, -0.98026, 1.87609], [1.93542, 1.10859, -0.21563], [-1.61960, -0.13144, 1.39423], [-1.37302, 1.78938, -0.53550], [0.22290, 2.49640, 1.40015], [2.15369, -2.19099, 0.97835], [1.22642, 0.78946, -3.15859], [3.67161, 3.58296, 1.87290], [5.22945, 2.37047, 0.49972], [-2.55756, -0.84290, 0.74782], [2.39374, 0.48843, -5.23508], [-2.82350, 4.55199, 2.19808], [-5.15114, -1.52254, 3.41764], [2.88445, 1.84953, 0.36535], [-2.96120, -0.28043, 3.36871], [-3.84173, 2.98625, -1.03142], [-1.13547, -3.55553, -1.05047], [3.34823, -4.29434, -0.35440], [1.84843, -2.40065, -0.36009], [-1.86781, 2.74531, 0.31963], [3.05975, -3.00096, 1.65035], [-3.93680, -1.02605, 2.70410], [-1.54070, 3.98300, 2.36329], [-2.07884, 1.47969, -1.61261], [-3.59084, 4.25832, 1.10720], [-3.30860, 2.07772, -1.90975], [-2.25900, -3.29129, -3.57763], [2.60983, 2.83604, 1.33548], [-1.06295, 3.10776, 1.42904], [-3.12393, 3.34198, 0.13152], [-3.70900, -1.29518, 1.35733], [-1.84133, 0.14373, 2.69334], [1.72685, 1.31260, -4.34162], [3.67537, -4.03740, 0.96919], [1.26297, 3.22296, 1.65139], [1.38279, -0.56156, -2.86025], [-0.72714, -2.51997, -1.89069], [2.04253, -1.38552, -3.76827], [4.20271, 1.64312, -0.05583], [-1.29032, -2.38890, -3.15536], [2.55238, -0.85960, -4.94568], [2.42925, -3.48995, -1.00638], [4.96499, 3.33396, 1.47996], [-2.66254, -4.32059, -2.74168], [-2.09911, -4.45471, -1.47790], [4.38936, 0.89920, -0.81877], [-0.68952, -3.67472, -0.06821], [-2.36441, -1.05900, -0.29402], [0.73468, 1.45251, -2.45690], [-5.60332, -0.72838, 4.01132], [-3.82777, 1.79548, -2.81389], [-2.68688, -3.19586, -4.56666], [-4.42185, -1.86485, 0.77632], [-0.94389, 4.24560, 3.22787], [1.11453, 4.22193, 2.05732], [-5.89268, -1.91195, 2.72407], [4.38868, -4.66396, 1.48701], [-3.40816, -5.02860, -3.07768], [-1.07243, 0.71838, 3.19432], [-4.80765, 3.43698, -1.22263], [-3.18720, 5.24193, 2.94678], [3.46253, 4.35603, 2.60163], [3.79940, -5.12825, -0.87433], [1.60132, 2.36446, -4.56179], [3.28011, -2.85782, 2.69938], [6.24934, 2.20450, 0.17983], [-3.07244, -0.03078, 4.41550], [-1.66252, 0.71395, -2.25585], [2.14544, -3.73044, -2.02158], [3.06876, -1.50773, -5.64087], [-0.96041, -1.60236, -3.82511], [-2.40245, -5.26851, -0.83261], [2.16343, -2.44225, -3.57959], [2.78885, 0.89460, -6.15645], [-4.56213, 4.71653, 0.97512], [-4.87369, -2.32309, 4.10626]],
  "forces_ev_per_a": [[0.5146, -0.3325, 0.1672], [-0.0428, -0.0230, -0.0127], [-0.1692, 0.2362, -0.0594], [-0.0351, -0.0435, 0.0174], [-0.0103, 0.0407, -0.0085], [-0.0385, -0.0373, 0.0069], [0.0015, 0.0135, -0.0792], [-0.1035, 0.1260, -0.0360], [0.0175, -0.1777, -0.1455], [-0.0188, -0.0619, -0.0073], [0.0632, -0.0475, 0.0814], [-0.1674, 0.1157, -0.0315], [-0.0229, -0.0052, 0.0148], [-0.0061, 0.0091, 0.0542], [0.0805, 0.0427, 0.0085], [0.0291, 0.0197, -0.0063], [-0.0128, -0.0603, 0.0024], [0.0066, 0.0005, -0.0079], [-0.0610, 0.0216, 0.0016], [-0.0374, -0.0108, 0.0105], [0.0079, 0.1467, 0.1599], [-0.0017, -0.0137, -0.0212], [0.0528, -0.0172, 0.0272], [0.0287, 0.0519, 0.0061], [0.0052, -0.0132, 0.0020], [-0.0089, -0.0542, -0.0686], [0.0539, 0.1363, 0.2032], [0.0032, 0.0404, 0.0196], [0.0648, 0.0314, -0.0051], [0.0418, -0.0351, -0.0949], [-0.0788, -0.0100, -0.1208], [-0.0126, 0.0235, 0.0155], [0.0627, -0.0144, 0.0078], [-0.0047, 0.0248, -0.0181], [-0.0169, -0.0479, -0.0941], [-0.1174, 0.0109, -0.0933], [0.0578, -0.0282, 0.0147], [0.0168, 0.0393, -0.0138], [0.0242, 0.0307, 0.0414], [0.0106, 0.0013, -0.0262], [0.0172, -0.0148, -0.0153], [0.0379, -0.1389, -0.0157], [-0.0451, -0.0414, -0.0148], [0.0326, 0.0012, 0.0809], [-0.0122, -0.0139, -0.0075], [-0.1053, 0.0539, 0.0562], [0.0082, 0.0634, 0.0005], [0.0041, -0.0020, -0.0025], [0.0021, 0.0307, 0.0039], [-0.0639, 0.0319, 0.0256], [-0.0087, -0.0278, 0.0263], [-0.0223, -0.0123, -0.0239], [-0.0109, -0.0083, -0.0057], [-0.0005, 0.0027, -0.0053], [0.0222, -0.0312, -0.0067], [-0.0035, -0.0240, -0.0218], [-0.0043, -0.0032, 0.0043], [0.0014, -0.0118, 0.0003], [0.0000, -0.0009, -0.0032], [0.0003, -0.0085, 0.0043], [0.0109, -0.0058, 0.0020], [0.0076, 0.0165, 0.0033], [-0.0069, -0.0027, 0.0065], [0.0016, 0.0006, 0.0000], [-0.0003, -0.0010, -0.0010], [-0.0136, 0.0021, 0.0000], [-0.0047, 0.0084, 0.0039], [-0.0158, -0.0015, -0.0053], [0.0178, 0.0083, 0.0016], [0.0019, -0.0029, 0.0027], [0.0009, 0.0028, 0.0004], [-0.0079, -0.0047, -0.0148], [-0.0004, -0.0050, -0.0016], [-0.0064, 0.0004, 0.0044], [-0.0056, 0.0045, -0.0040], [0.0151, 0.0147, 0.0031], [0.0018, 0.0027, -0.0043], [0.0077, -0.0079, 0.0017], [-0.0019, 0.0016, 0.0054], [-0.0237, -0.0069, 0.0009], [0.0009, -0.0022, -0.0024], [0.0000, 0.0044, 0.0053], [-0.0052, -0.0007, 0.0006]]
}